A cluster of 8 separate species, C68H84IN2O3 in total at a distorted geometry. Source: the OMol25 dataset; level of theory: the ωB97M-V functional and the def2-TZVPD basis.

```
158
Properties=species:S:1:pos:R:3
C 2.17826 -2.97375 5.64453
C 3.41081 -3.72906 5.69146
C 4.58812 -3.43841 4.65388
O 4.59426 -4.12592 3.59022
O 5.64211 -2.51202 4.85450
C 5.26950 -1.16951 4.38536
C 5.69102 -0.96950 2.82949
C 5.96220 0.59877 2.46647
C 4.71835 1.23488 1.61980
C 4.51570 2.75235 2.09845
C 3.12259 3.42611 1.64130
C 2.15833 2.44107 0.84281
C 2.41355 2.26366 -0.66796
N 1.58846 1.34925 -1.40960
C 0.51031 0.57162 -0.80891
I -0.50882 -0.77990 -2.20050
C 0.14678 0.68630 0.70003
C -1.02935 -0.18843 1.36875
C -2.48933 0.14127 0.79989
C -3.64618 -0.85314 1.30228
C -3.15864 -2.33889 1.64784
C -2.47972 -3.13332 0.43163
C -1.48113 -4.32941 0.92474
C 0.06677 -3.89981 0.94072
C 1.05302 -5.01499 0.27210
C 2.56871 -4.45689 0.51604
C 0.99680 1.65662 1.55809
N 0.82849 1.92554 2.99328
C -0.47977 2.57568 3.31772
C 1.11810 0.75226 3.82918
C 0.27742 0.36805 5.13567
O 2.07052 -0.00214 3.50268
H 2.00195 -2.11666 6.39313
H 1.35055 -3.12842 4.86236
H 3.54301 -4.56438 6.47735
H 5.78039 -0.38820 5.05756
H 4.14600 -1.06397 4.56143
H 6.60448 -1.62482 2.57964
H 4.81034 -1.39219 2.22182
H 6.94181 0.65313 1.88727
H 6.10500 1.12449 3.46907
H 5.03308 1.18873 0.51947
H 3.83474 0.54317 1.81983
H 4.66491 2.83710 3.23542
H 5.36936 3.36780 1.61967
H 3.33289 4.39320 1.06347
H 2.57622 3.73200 2.61058
H 3.24844 2.79287 -1.22681
H 1.80054 1.23272 -2.42103
H -0.70394 -1.27666 1.26990
H -1.06597 0.02854 2.50399
H -2.56427 0.21851 -0.33493
H -2.76523 1.19109 1.20342
H -4.07705 -0.40729 2.27591
H -4.53535 -0.89583 0.56474
H -2.48888 -2.40560 2.58835
H -4.11153 -2.93412 1.92816
H -1.81485 -2.40036 -0.13745
H -3.22299 -3.58822 -0.31401
H -1.82234 -4.71369 1.94705
H -1.58651 -5.16345 0.13427
H 0.28442 -2.92788 0.36696
H 0.41600 -3.81479 2.04129
H 0.89767 -4.95521 -0.86766
H 0.89118 -6.05865 0.69864
H 2.52435 -3.71707 1.40564
H 3.29266 -5.28085 0.84609
H 2.95384 -3.85647 -0.38775
H -0.32781 3.14548 4.31133
H -0.78989 3.36900 2.54955
H -1.34583 1.85596 3.49622
H 0.59911 -0.68481 5.43301
H 0.54793 1.08765 5.97666
H -0.83269 0.32384 4.88147
C 3.46479 -4.46527 -3.33839
C 4.61684 -3.80426 -2.92367
C 5.86824 -4.29004 -3.28905
C 5.96736 -5.43222 -4.07793
C 4.81522 -6.09102 -4.49567
C 3.56398 -5.61048 -4.12264
H 2.48867 -4.08794 -3.05025
H 4.53928 -2.90953 -2.31393
H 6.76639 -3.77844 -2.96006
H 6.94284 -5.80844 -4.36693
H 4.89278 -6.98061 -5.11204
H 2.66619 -6.12748 -4.44391
C 3.01860 7.82167 2.07020
C 4.33547 7.37486 2.12253
C 5.34357 8.10289 1.49827
C 5.03585 9.28388 0.82945
C 3.71960 9.73263 0.78029
C 2.71018 8.99980 1.39670
H 2.23210 7.25182 2.55445
H 4.57643 6.45716 2.65023
H 6.36903 7.75087 1.53361
H 5.82223 9.85426 0.34685
H 3.48027 10.65430 0.26019
H 1.68359 9.34719 1.35352
C -6.97857 -3.67190 1.68708
C -8.16158 -3.60172 2.41593
C -9.22775 -2.84380 1.94182
C -9.11423 -2.16335 0.73299
C -7.93255 -2.23648 0.00217
C -6.86304 -2.98700 0.48079
H -6.14611 -4.26052 2.05888
H -8.25253 -4.13773 3.35493
H -10.14756 -2.78395 2.51351
H -9.94720 -1.57640 0.36094
H -7.84481 -1.70720 -0.94126
H -5.93954 -3.03940 -0.08691
C -0.01520 -6.32233 5.10222
C -0.77266 -6.85329 6.14165
C -1.78786 -7.76481 5.86852
C -2.03939 -8.15308 4.55575
C -1.27948 -7.62494 3.51668
C -0.27035 -6.70649 3.78899
H 0.77451 -5.60884 5.31518
H -0.57204 -6.55582 7.16574
H -2.38252 -8.17357 6.67835
H -2.82764 -8.86744 4.34322
H -1.47461 -7.92904 2.49323
H 0.31854 -6.29067 2.97805
C -4.85415 -2.36343 -5.46336
C -5.67871 -1.54434 -6.22799
C -5.60068 -0.16103 -6.09819
C -4.69044 0.40383 -5.21004
C -3.86326 -0.41526 -4.44812
C -3.94770 -1.79884 -4.57119
H -4.91770 -3.44183 -5.56240
H -6.38363 -1.98447 -6.92538
H -6.24839 0.47690 -6.68970
H -4.62612 1.48241 -5.11227
H -3.15200 0.02559 -3.75630
H -3.30616 -2.43785 -3.97260
C 1.99167 3.53786 -4.69472
C 0.80381 3.62377 -3.97448
C -0.24745 4.39850 -4.45409
C -0.11435 5.08002 -5.65964
C 1.07212 4.99121 -6.38174
C 2.12671 4.22391 -5.89770
H 2.81374 2.93573 -4.31870
H 0.69774 3.08700 -3.03783
H -1.17083 4.47060 -3.88914
H -0.93556 5.68034 -6.03634
H 1.17487 5.52157 -7.32258
H 3.05299 4.15939 -6.45805
C -4.47839 7.30150 -4.91471
C -3.72527 6.69191 -5.91329
C -3.39599 7.39744 -7.06649
C -3.81203 8.71694 -7.21680
C -4.56199 9.32768 -6.21661
C -4.89903 8.61915 -5.06748
H -4.73785 6.74991 -4.01710
H -3.39514 5.66479 -5.79292
H -2.81440 6.91964 -7.84796
H -3.55141 9.26877 -8.11361
H -4.88491 10.35696 -6.33330
H -5.48833 9.09392 -4.29051
```

Computed properties:
**Kohn-Sham gap**: 5.48 eV
**HOMO energy**: -0.3587 hartree
**Strongest force on any atom**: 6.0 eV Å⁻¹
**Charge**: +1

Results of the Löwdin charge analysis, in e, for atoms 1 through 5: -0.03 -0.03 -0.36 0.06 -0.07

A structure of composition C69H114As5Br2F30N9 at a distorted geometry. Source: the OMol25 dataset; level of theory: the ωB97M-V functional and the def2-TZVPD basis.

```
229
Properties=species:S:1:pos:R:3
C -5.77094 -1.14777 4.91882
C -4.41353 -1.69773 5.11963
C -3.34160 -0.80073 4.52313
C -1.96606 -1.53372 4.72190
N -0.73113 -0.67322 4.59400
C -0.71452 0.28436 5.72192
C -0.12852 -0.39156 6.99344
C 0.51766 -1.66227 6.39516
C 0.45603 -1.54108 4.80113
C -0.60158 0.01497 3.23657
C -0.51552 -0.93462 2.09371
C -1.80062 -1.25925 1.30423
H -5.89343 -0.05638 5.32132
H -6.49996 -1.70694 5.42241
H -6.02515 -0.94760 3.90377
H -4.31897 -2.63387 4.54185
H -4.20458 -1.94770 6.15892
H -3.29876 0.16529 5.05832
H -3.55490 -0.66772 3.46492
H -1.84348 -2.27096 3.96234
H -1.97588 -2.05462 5.72269
H -0.13596 1.14968 5.36893
H -1.69429 0.77185 5.88351
H 0.64542 0.17683 7.44854
H -0.85928 -0.72767 7.71292
H 1.56711 -1.72322 6.70223
H 0.04173 -2.61904 6.73797
H 1.39228 -1.02540 4.51738
H 0.26802 -2.50020 4.27887
H 0.37552 0.45179 3.33140
H -1.48482 0.63452 3.10445
H -0.06253 -1.90912 2.36527
H 0.11457 -0.39953 1.37538
H -2.52278 -0.45224 1.25699
H -2.30047 -2.04626 1.90238
H -1.52694 -1.59635 0.26712
C 4.23021 -6.46525 7.16780
C 3.06716 -5.68923 6.63738
C 3.20630 -5.00848 5.29262
C 2.76340 -5.98013 4.12364
N 3.22415 -5.66948 2.70708
C 4.74558 -5.71195 2.54861
C 5.25062 -4.35832 2.16606
C 4.11587 -3.43418 2.64990
C 2.88703 -4.26346 2.33755
C 2.47133 -6.74400 1.87055
C 2.90415 -6.78132 0.38827
C 1.76493 -7.01154 -0.60706
H 4.52725 -7.17772 6.40362
H 3.93830 -6.94141 8.11706
H 5.06526 -5.83618 7.34799
H 2.99593 -4.76164 7.27956
H 2.12954 -6.29181 6.80438
H 4.23532 -4.76074 5.18021
H 2.64450 -4.03751 5.26278
H 1.68475 -6.17956 4.07649
H 3.22311 -6.91818 4.42516
H 4.88217 -6.57768 1.85416
H 5.17756 -5.98972 3.46559
H 5.41614 -4.16709 1.07871
H 6.12970 -4.11308 2.71266
H 4.24612 -2.50318 2.07126
H 4.26077 -3.21873 3.69510
H 2.69013 -4.38703 1.26822
H 1.85816 -4.04376 2.75855
H 1.37655 -6.47171 1.82259
H 2.64590 -7.67883 2.40800
H 3.69826 -7.52489 0.19611
H 3.40114 -5.84696 0.15536
H 2.01850 -6.89310 -1.63984
H 0.86171 -6.43677 -0.30255
H 1.47970 -8.04437 -0.48846
C -1.67180 4.96656 0.84664
C -0.88026 4.51146 2.05759
C 0.20727 5.40241 2.67487
C 1.52612 5.77640 1.89051
N 2.33388 6.89116 2.49361
C 2.53831 6.44544 3.89479
C 3.80024 7.21640 4.41898
C 4.62269 7.46720 3.10574
C 3.75557 7.03995 1.93781
C 1.58463 8.21142 2.38613
C 1.05895 8.49051 0.96343
C 0.77649 9.99925 0.94528
H -1.95633 6.00852 1.07920
H -2.66249 4.53472 0.76433
H -1.10166 4.98540 -0.07120
H -0.52462 3.46096 1.98977
H -1.55138 4.45783 2.87781
H 0.49118 4.85115 3.58770
H -0.26748 6.33477 3.02387
H 1.28287 5.93497 0.80595
H 2.19272 4.91820 1.88853
H 1.60999 6.54100 4.43341
H 2.73855 5.42386 3.75811
H 3.48696 8.11330 4.90561
H 4.40386 6.48148 5.05966
H 4.91863 8.53042 3.19226
H 5.56130 6.99719 3.18827
H 3.67934 7.74888 1.08275
H 3.96190 6.04813 1.54427
H 2.23743 9.02647 2.69784
H 0.71470 8.27813 3.09087
H 0.22581 7.86215 0.67523
H 1.74273 8.26798 0.16581
H -0.23194 10.11503 0.44600
H 1.46873 10.61187 0.37111
H 0.59014 10.53087 1.92491
C -1.54454 -4.51234 -7.27402
N -1.91933 -4.69786 -5.89866
C -0.97271 -4.80004 -4.92472
C -1.22658 -4.96916 -3.62021
C -2.57408 -4.87714 -3.18642
C -3.48518 -4.53094 -4.14498
C -3.17048 -4.46404 -5.49359
C -2.92939 -5.16499 -1.78784
C -4.04291 -4.56675 -1.21163
C -4.37151 -4.89188 0.08264
N -3.67369 -5.74186 0.86644
C -2.50354 -6.18473 0.42107
C -2.15427 -5.96929 -0.95287
C -4.30405 -5.99689 2.14898
H -2.41574 -4.31450 -7.81335
H -1.20404 -5.49765 -7.60476
H -0.84076 -3.73333 -7.32824
H 0.01696 -4.84285 -5.23050
H -0.40396 -5.27880 -3.00507
H -4.55875 -4.48709 -3.82958
H -3.90559 -4.27273 -6.30310
H -4.61473 -3.84144 -1.73430
H -5.37604 -4.53357 0.46544
H -1.90464 -6.80334 1.06888
H -1.30342 -6.41325 -1.27162
H -5.31079 -5.61298 2.11659
H -3.75841 -5.60538 2.94399
H -4.41421 -7.12002 2.24065
C -0.82574 5.33322 -6.36470
N 0.05413 4.25664 -5.89936
C 1.33889 4.52904 -5.75302
C 2.32983 3.58669 -5.51469
C 1.89825 2.28067 -5.32470
C 0.53921 2.01706 -5.37118
C -0.39312 3.04160 -5.59898
C 2.93594 1.22290 -4.95611
C 4.04075 1.60842 -4.20549
C 5.06877 0.70209 -3.96166
N 4.98985 -0.55242 -4.48425
C 3.89818 -0.95396 -5.07908
C 2.84303 -0.08657 -5.34585
C 6.16576 -1.46090 -4.62812
H -0.50561 5.59210 -7.38274
H -0.67351 6.18084 -5.73099
H -1.82131 5.05355 -6.23347
H 1.78644 5.51610 -5.87628
H 3.38757 3.86762 -5.45966
H 0.11584 1.07508 -5.15057
H -1.43654 2.80882 -5.66894
H 4.04407 2.58193 -3.63571
H 6.01822 0.90124 -3.41193
H 3.86356 -1.99005 -5.24237
H 1.99196 -0.52092 -5.89836
H 6.22237 -1.96117 -5.59661
H 6.11067 -2.20165 -3.80750
H 7.07314 -0.88083 -4.52783
C -7.89768 2.32704 -4.70741
N -6.57224 1.99118 -4.17497
C -6.18685 2.57132 -2.96511
C -5.00363 2.31795 -2.36858
C -4.09977 1.40210 -2.99076
C -4.51196 0.83572 -4.19237
C -5.68750 1.15505 -4.80491
C -2.79076 1.11657 -2.42001
C -2.00328 2.11516 -1.79385
C -0.68464 1.82983 -1.55802
N -0.19353 0.54099 -1.71954
C -0.95931 -0.45498 -2.01011
C -2.27343 -0.22305 -2.41769
C 1.26415 0.29202 -1.44439
H -8.11550 3.37915 -4.61039
H -8.66850 1.80755 -4.20934
H -7.81647 2.11394 -5.75688
H -6.90821 3.26615 -2.59913
H -4.83631 2.77151 -1.39484
H -3.89017 0.19186 -4.77745
H -5.81764 0.69715 -5.77524
H -2.31604 3.12288 -1.54857
H -0.03495 2.64286 -1.23995
H -0.45672 -1.40816 -2.06658
H -2.98102 -0.98020 -2.77188
H 1.55598 0.77911 -0.53361
H 1.92299 0.60600 -2.25722
H 1.30762 -0.81021 -1.44019
Br -2.27086 -1.47186 -5.95634
Br -0.66432 -4.95257 2.77192
As -5.95243 -1.11048 0.04583
F -5.43241 -1.36479 -1.56413
F -5.00945 0.38754 0.18007
F -6.64620 -0.87675 1.62049
F -6.59688 -2.72407 -0.10892
F -4.54961 -1.87138 0.67663
F -7.37033 -0.40793 -0.65477
As -3.47619 5.45871 -3.65822
F -3.70321 4.69860 -2.15774
F -4.94580 6.22880 -3.39906
F -3.35775 6.33235 -5.20298
F -1.97216 4.66074 -4.02296
F -4.35674 4.15940 -4.45765
F -2.47277 6.69285 -2.85383
As 3.75081 2.02758 1.45705
F 5.38194 1.58253 1.45204
F 3.39308 1.99058 3.19089
F 2.05621 2.46950 1.13708
F 4.00733 2.17076 -0.23385
F 3.39073 0.33459 1.28626
F 4.00008 3.73068 1.63793
As 2.00610 5.25358 -2.19053
F 1.89251 6.89188 -1.80859
F 3.43324 5.35160 -3.27349
F 1.99846 3.51682 -2.68433
F 0.58812 4.88624 -1.23326
F 0.98177 5.56078 -3.55524
F 3.05498 4.94184 -0.75794
As 2.91451 -3.95489 -3.17516
F 2.10433 -5.34424 -3.93666
F 1.79945 -2.96328 -4.09100
F 3.71652 -2.48249 -2.62763
F 3.85924 -4.94804 -2.10265
F 4.08789 -4.04471 -4.50020
F 1.74860 -3.91420 -1.89530
```

Computed properties:
**Kohn-Sham gap**: 6.46 eV
**HOMO energy**: -0.4293 hartree
**Strongest force on any atom**: 4.5 eV Å⁻¹
**Charge**: +2

Results of the Löwdin charge analysis, in e, for atoms 1 through 5: -0.11 -0.28 -0.16 -0.09 -0.24